Record 1
Below is one molecule with the formula C17H17FN4O2, with properties calculated with ωB97M-V with the def2-TZVPD basis set.

Last column: natural (NBO) charge in e.
Atoms and positions in Å:
C  -0.255  -4.407  1.454  -0.25
H  0.730  -4.756  1.761  0.20
O  -0.022  -3.224  0.732  -0.51
C  -1.092  -2.545  0.212  0.24
C  -2.404  -2.978  0.337  -0.28
C  -3.442  -2.281  -0.257  -0.21
C  -3.176  -1.135  -0.976  -0.22
C  -1.876  -0.661  -1.091  -0.09
C  -0.819  -1.357  -0.499  0.34
O  0.426  -0.853  -0.715  -0.52
C  1.449  -1.027  0.256  -0.08
C  2.454  0.078  0.067  -0.15
C  2.052  1.408  0.043  -0.14
C  2.977  2.421  -0.139  -0.25
C  4.321  2.125  -0.295  -0.19
C  4.745  0.809  -0.267  -0.29
C  3.807  -0.192  -0.090  0.41
F  4.240  -1.475  -0.061  -0.33
H  5.785  0.546  -0.382  0.23
H  5.042  2.916  -0.435  0.21
H  2.645  3.448  -0.156  0.21
H  1.003  1.640  0.172  0.25
H  1.026  -0.963  1.265  0.19
H  1.928  -2.004  0.135  0.21
C  -1.604  0.629  -1.831  -0.24
N  -2.438  1.728  -1.370  -0.59
C  -2.181  2.261  -0.150  0.53
N  -1.047  2.196  0.522  -0.57
C  -1.280  2.957  1.614  0.15
N  -2.471  3.486  1.667  -0.30
N  -3.062  3.036  0.533  -0.39
H  -4.000  3.315  0.300  0.41
H  -0.541  3.111  2.374  0.20
H  -3.419  1.644  -1.594  0.38
H  -1.789  0.503  -2.901  0.21
H  -0.564  0.917  -1.679  0.25
H  -3.985  -0.602  -1.454  0.20
H  -4.453  -2.645  -0.160  0.21
H  -2.628  -3.879  0.885  0.22
H  -0.731  -5.172  0.833  0.18
H  -0.866  -4.225  2.344  0.18

- Lowest unoccupied orbital energy: 0.66 eV
- Gap between HOMO and LUMO: 8.94 eV
- Spin multiplicity: 1

Record 2
Below is C17H17IrN2O3 as an isolated structure in a non-equilibrium geometry, with properties calculated with ωB97M-V with the def2-TZVPD basis set.

Last column: natural (NBO) charge in e.
Atoms and positions in Å:
Ir  -0.055  0.070  -0.158  1.62
O  1.916  -0.092  -0.437  -0.68
C  2.655  -1.148  -0.624  0.41
C  4.055  -0.994  -0.550  -0.24
C  4.885  -2.056  -0.788  -0.13
C  4.374  -3.333  -1.108  -0.25
C  3.026  -3.514  -1.164  -0.12
C  2.131  -2.440  -0.918  -0.25
C  0.747  -2.703  -0.982  0.21
N  -0.227  -1.864  -0.767  -0.52
C  -1.633  -2.293  -0.884  -0.24
C  -2.438  -1.527  0.150  -0.24
N  -2.097  -0.109  0.015  -0.45
C  -2.927  0.821  0.312  0.22
C  -2.628  2.222  0.254  -0.24
C  -3.579  3.142  0.720  -0.12
C  -3.324  4.492  0.688  -0.23
C  -2.110  4.944  0.166  -0.13
C  -1.164  4.057  -0.307  -0.28
C  -1.405  2.686  -0.264  0.44
O  -0.464  1.873  -0.775  -0.68
H  4.439  -0.012  -0.313  0.23
H  5.955  -1.910  -0.727  0.23
H  5.049  -4.153  -1.308  0.24
H  2.618  -4.490  -1.402  0.22
H  0.466  -3.724  -1.242  0.21
H  -1.736  -3.368  -0.734  0.22
H  -1.980  -2.051  -1.891  0.22
H  -2.141  -1.851  1.151  0.23
H  -3.508  -1.699  0.027  0.23
H  -3.936  0.538  0.614  0.20
H  -4.520  2.773  1.110  0.22
H  -4.052  5.196  1.065  0.24
H  -1.907  6.006  0.125  0.23
H  -0.224  4.396  -0.721  0.24
C  1.207  0.440  2.350  -0.28
O  -0.014  0.082  1.708  -0.55
H  0.981  0.505  3.413  0.21
H  1.584  1.405  2.005  0.19
H  1.979  -0.316  2.193  0.19

- Lowest unoccupied orbital energy (spin up / spin down): -4.43 / -4.60 eV
- Gap between HOMO and LUMO (spin up / spin down): 6.90 / 6.83 eV
- Expectation value of S²: 0.755
- Spin multiplicity: 2
- Total charge: +1

Record 3
Below is one molecule with the formula C17H17N3O4S in a non-equilibrium geometry, with properties calculated with ωB97M-V with the def2-TZVPD basis set.

Last column: natural (NBO) charge in e.
Atoms and positions in Å:
C  -4.616  -0.504  2.557  -0.63
C  -3.939  0.158  1.392  0.01
C  -4.245  1.483  1.103  -0.23
C  -3.652  2.137  0.040  -0.19
C  -2.743  1.473  -0.760  -0.26
C  -2.427  0.149  -0.483  0.23
C  -3.015  -0.523  0.599  -0.07
C  -2.643  -1.955  0.877  -0.65
H  -1.565  -2.063  1.008  0.22
H  -2.961  -2.606  0.061  0.22
H  -3.117  -2.314  1.783  0.23
N  -1.515  -0.561  -1.280  -0.63
C  -0.695  -0.117  -2.257  0.67
O  -0.606  1.020  -2.669  -0.61
C  0.175  -1.238  -2.816  -0.66
H  -0.454  -2.008  -3.265  0.25
H  0.859  -0.860  -3.573  0.25
S  1.082  -2.139  -1.495  0.38
C  2.211  -0.947  -0.917  -0.17
C  2.347  0.332  -1.465  -0.19
C  3.266  1.225  -0.961  -0.15
C  4.102  0.885  0.107  -0.17
C  3.999  -0.383  0.647  -0.11
C  3.060  -1.282  0.154  -0.02
N  2.956  -2.561  0.755  0.52
O  2.127  -3.329  0.279  -0.38
O  3.664  -2.831  1.701  -0.36
H  4.647  -0.685  1.457  0.27
C  5.136  1.813  0.663  0.65
O  6.169  1.413  1.149  -0.59
N  4.836  3.132  0.570  -0.82
H  3.928  3.460  0.296  0.40
H  5.484  3.790  0.970  0.41
H  3.349  2.194  -1.431  0.22
H  1.726  0.649  -2.285  0.24
H  -1.420  -1.538  -1.037  0.41
H  -2.277  1.969  -1.593  0.25
H  -3.900  3.166  -0.171  0.21
H  -4.959  2.006  1.721  0.21
H  -3.888  -0.814  3.307  0.22
H  -5.174  -1.383  2.236  0.22
H  -5.312  0.186  3.027  0.22

- Lowest unoccupied orbital energy: -0.85 eV
- Gap between HOMO and LUMO: 7.69 eV
- Spin multiplicity: 1

Record 4
Below is one molecule with the formula C17H17NO4 in a non-equilibrium geometry, with properties calculated with ωB97M-V with the def2-TZVPD basis set.

Last column: natural (NBO) charge in e.
Atoms and positions in Å:
O  -0.833  0.791  -3.667  -0.69
O  0.891  -1.625  5.184  -0.39
O  -0.429  -3.943  0.733  -0.68
O  0.169  -0.332  1.022  -0.46
C  -1.388  -3.774  -2.089  -0.46
C  0.997  -0.582  6.017  0.11
C  0.925  0.611  5.371  -0.32
C  -0.863  -1.516  -2.936  -0.33
C  0.641  0.342  4.024  -0.28
C  -0.696  -0.148  -2.635  0.36
C  -0.238  -0.594  -0.369  0.41
C  -0.801  -2.483  -1.897  -0.02
C  -0.385  -1.964  -0.618  -0.20
C  0.666  -1.029  3.926  0.23
C  -0.170  -2.550  0.540  0.32
C  -0.328  0.375  -1.347  -0.18
C  0.340  -1.928  2.778  -0.24
C  0.171  -1.621  1.472  0.21
N  0.058  2.642  -2.146  -0.49
C  -0.593  3.906  -1.975  -0.41
C  1.405  2.870  -2.703  -0.43
C  0.097  1.776  -0.998  -0.24
H  -0.582  1.629  -3.303  0.49
H  -0.088  -4.433  -0.072  0.50
H  -1.645  -4.087  -3.096  0.20
H  -1.600  -4.517  -1.290  0.20
H  1.057  -0.641  7.062  0.20
H  0.776  1.571  5.833  0.23
H  -1.205  -1.771  -3.916  0.23
H  0.304  1.026  3.247  0.24
H  0.139  -2.999  2.986  0.24
H  -0.949  4.277  -2.942  0.21
H  -1.591  3.777  -1.444  0.21
H  0.002  4.646  -1.462  0.18
H  1.964  3.080  -1.798  0.18
H  1.537  3.736  -3.434  0.22
H  1.715  1.906  -3.202  0.22
H  -0.569  1.982  -0.197  0.23
H  1.099  1.592  -0.661  0.21

- Lowest unoccupied orbital energy: -0.86 eV
- Gap between HOMO and LUMO: 5.66 eV
- Spin multiplicity: 1

Record 5
Below is one molecule with the formula C17H17NO4 in a non-equilibrium geometry, with properties calculated with ωB97M-V with the def2-TZVPD basis set.

Last column: natural (NBO) charge in e.
Atoms and positions in Å:
C  -0.448  -3.921  -0.291  -0.25
H  0.456  -3.314  -0.176  0.18
O  -1.565  -3.298  0.294  -0.50
C  -1.928  -2.063  -0.153  0.30
C  -3.017  -1.474  0.491  -0.25
C  -3.441  -0.213  0.138  -0.17
C  -2.802  0.496  -0.874  -0.07
C  -1.738  -0.106  -1.526  -0.14
C  -1.298  -1.372  -1.180  -0.33
H  -0.458  -1.797  -1.708  0.22
H  -1.230  0.418  -2.325  0.19
C  -3.164  1.926  -1.161  -0.43
H  -4.240  2.081  -1.088  0.22
H  -2.840  2.199  -2.168  0.20
C  -2.459  2.835  -0.132  -0.22
N  -1.062  2.487  -0.014  -0.62
C  -0.655  1.634  0.966  0.68
O  -1.313  1.421  1.965  -0.62
C  0.663  0.975  0.729  -0.15
C  0.839  -0.283  1.294  -0.16
C  2.003  -1.018  1.105  -0.29
C  2.988  -0.438  0.341  0.30
C  2.826  0.834  -0.213  0.22
C  1.675  1.561  -0.041  -0.24
H  1.589  2.552  -0.455  0.23
O  3.957  1.172  -0.909  -0.48
C  4.842  0.083  -0.763  0.24
O  4.219  -0.928  0.001  -0.49
H  5.760  0.417  -0.253  0.16
H  5.104  -0.315  -1.756  0.16
H  2.138  -1.993  1.543  0.23
H  0.034  -0.685  1.889  0.24
H  -0.538  2.490  -0.876  0.39
H  -2.553  3.886  -0.420  0.20
H  -2.896  2.688  0.858  0.23
H  -4.271  0.236  0.662  0.21
H  -3.501  -2.024  1.283  0.22
H  -0.323  -4.862  0.241  0.20
H  -0.614  -4.127  -1.354  0.17

- Lowest unoccupied orbital energy: 0.63 eV
- Gap between HOMO and LUMO: 8.82 eV
- Spin multiplicity: 1

Relative energy (zero: lowest compared OMol25 entry of this formula, charge and spin) (kJ/mol)
26.4; 0.0; 326.2; 588.6; 129.2